Entry 1:
Here is 2 unconnected molecules or ions with the total composition C5H10NO from the OMol25 dataset. Energies are from ωB97M-V/def2-TZVPD.

Properties
Energy relative to the best compared isomer or geometry (same formula, charge and spin): 175.79 kcal per mole
Max |F|: 4.4 eV/A
HOMO energy (alpha / beta): -14.185 / -14.186 eV
E: -8870.957 eV
Orbital gap (alpha / beta): 8.82 / 8.82 eV
2S+1: 1
Total charge: +1

Last column: natural (NBO) charge in e.
Positions of all 17 atoms, in Å:
C: -2.21 0.53 -1.29  -0.072
C: 0.35 -0.27 1.69  -0.288
C: -0.79 0.28 1.80  0.258
C: 1.52 -0.94 2.44  -0.570
C: 0.65 0.26 -2.30  -0.266
N: -1.14 0.34 -0.64  -0.078
O: 0.03 -0.16 -1.02  -0.365
H: -2.40 0.41 -2.32  0.197
H: -2.94 1.16 -0.87  0.212
H: 0.71 -0.30 0.66  0.360
H: -1.69 0.74 1.95  0.239
H: 1.08 -1.31 3.27  0.238
H: 2.04 -1.66 1.79  0.250
H: 2.23 -0.26 2.66  0.251
H: -0.08 0.65 -2.96  0.202
H: 1.20 -0.56 -2.64  0.220
H: 1.43 1.11 -2.22  0.211


Entry 2:
Here is 2 unconnected molecules or ions with the total composition C5H10NO from the OMol25 dataset. Energies are from ωB97M-V/def2-TZVPD.

Properties
Energy relative to the best compared isomer or geometry (same formula, charge and spin): 90.08 kcal per mole
<S²>: 0.755
Max |F|: 2.3 eV/A
HOMO energy (alpha / beta): -19.400 / -19.772 eV
E: -8859.309 eV
Orbital gap (alpha / beta): 5.87 / 6.63 eV
2S+1: 2
Total charge: +2

Last column: natural (NBO) charge in e.
Positions of all 17 atoms, in Å:
O: -0.79 -1.00 0.71  -0.425
C: -1.66 -0.23 0.39  0.492
C: -1.32 1.02 -0.39  -0.492
C: 0.12 1.34 0.05  -0.491
C: 0.95 0.14 -0.22  0.323
C: 1.68 -0.51 0.85  0.152
N: 1.06 -0.32 -1.44  -0.612
H: -2.72 -0.40 0.66  0.254
H: -1.43 0.75 -1.43  0.283
H: -2.02 1.86 -0.24  0.308
H: 0.09 1.61 1.10  0.276
H: 0.55 2.24 -0.42  0.318
H: 2.66 -0.91 0.62  0.247
H: 1.44 -0.48 1.90  0.263
H: 2.18 -2.36 2.48  0.197
H: 1.68 -1.12 -1.56  0.438
H: 1.09 0.30 -2.26  0.468


Entry 3:
Here is a gas-phase ion, C5H10NO (charge +2) from the OMol25 dataset. Energies are from ωB97M-V/def2-TZVPD.

Properties
Energy relative to the best compared isomer or geometry (same formula, charge and spin): 35.53 kcal per mole
<S²>: 0.754
Max |F|: 2.9 eV/A
HOMO energy (alpha / beta): -19.488 / -19.445 eV
E: -8861.675 eV
Orbital gap (alpha / beta): 9.31 / 5.84 eV
2S+1: 2
Total charge: +2

Last column: natural (NBO) charge in e.
Positions of all 17 atoms, in Å:
O: -0.73 0.72 -2.25  -0.437
C: -1.31 0.12 -1.40  0.417
C: -1.04 0.64 0.05  -0.143
C: -0.31 -0.44 0.89  -0.527
C: 1.19 -0.73 0.67  0.070
C: 1.61 -1.78 -0.10  -0.029
N: -0.10 1.78 0.07  -0.719
H: -1.62 -0.89 -1.59  0.201
H: -2.06 0.83 0.47  0.299
H: -0.46 -0.17 1.92  0.304
H: -1.00 -1.29 0.78  0.289
H: 1.85 -0.02 1.17  0.258
H: 1.03 -2.78 -0.21  0.295
H: 2.65 -1.82 -0.55  0.295
H: 0.19 1.57 -0.92  0.478
H: -0.67 2.62 0.33  0.498
H: 0.77 1.64 0.69  0.449


Entry 4:
Here is a gas-phase ion, C5H10NO2 (charge -1) from the OMol25 dataset. Energies are from ωB97M-V/def2-TZVPD.

Properties
Energy relative to the best compared isomer or geometry (same formula, charge and spin): 63.61 kcal per mole
Max |F|: 2.6 eV/A
HOMO energy: -2.749 eV
E: -10931.506 eV
Orbital gap: 6.72 eV
2S+1: 1
Total charge: -1
SMILES: CCN(C=O)CC[O-]

Last column: natural (NBO) charge in e.
Positions of all 18 atoms, in Å:
C: 1.39 0.32 1.06  0.545
N: 0.62 0.24 -0.05  -0.444
C: 0.88 -0.80 -1.01  -0.210
C: -0.29 -1.77 -1.11  -0.655
C: -0.32 1.34 -0.29  -0.331
C: -1.95 1.14 0.31  0.054
O: -2.37 -0.06 0.02  -0.909
O: 2.36 -0.34 1.38  -0.677
H: 1.00 1.10 1.77  0.092
H: 1.85 -1.38 -0.81  0.216
H: 0.98 -0.20 -1.97  0.169
H: -0.20 -2.65 -1.73  0.183
H: -1.18 -1.24 -1.45  0.258
H: -0.59 -1.97 -0.08  0.233
H: 0.08 2.32 0.01  0.166
H: -0.69 1.35 -1.31  0.197
H: -2.39 2.08 -0.19  0.043
H: -1.86 1.38 1.36  0.070


Entry 5:
Here is a molecular structure, C5H10NO2 from the OMol25 dataset. Energies are from ωB97M-V/def2-TZVPD.

Properties
Energy relative to the best compared isomer or geometry (same formula, charge and spin): 140.04 kcal per mole
Max |F|: 5.3 eV/A
HOMO energy: -3.518 eV
E: -10928.192 eV
Orbital gap: 6.24 eV
2S+1: 1
Total charge: -1

Last column: natural (NBO) charge in e.
Positions of all 18 atoms, in Å:
C: -0.21 -0.18 -1.01  -0.244
N: 0.25 -0.41 -2.37  -0.670
C: 1.01 -1.48 -2.50  0.433
O: 1.46 -2.23 -1.60  -0.808
C: 0.97 0.05 0.00  -0.489
C: 0.41 0.74 1.25  -0.116
C: -0.49 -0.03 2.06  -0.396
O: -2.15 1.77 0.58  -1.203
H: -0.83 -1.01 -0.64  0.164
H: -0.79 0.74 -0.99  0.219
H: -2.73 2.34 1.10  0.431
H: 1.21 -1.62 -3.57  0.068
H: 1.38 -0.94 0.20  0.276
H: 1.63 0.81 -0.47  0.212
H: -0.98 0.80 1.03  0.446
H: 1.04 1.39 1.86  0.233
H: -0.49 -1.14 2.03  0.242
H: -0.70 0.39 3.04  0.204


Entry 6:
Here is 2 unconnected molecules or ions with the total composition C5H10NO2 from the OMol25 dataset. Energies are from ωB97M-V/def2-TZVPD.

Properties
Energy relative to the best compared isomer or geometry (same formula, charge and spin): 114.52 kcal per mole
Max |F|: 2.9 eV/A
HOMO energy: -3.446 eV
E: -10929.298 eV
Orbital gap: 7.56 eV
2S+1: 1
Total charge: -1

Last column: natural (NBO) charge in e.
Positions of all 18 atoms, in Å:
C: 1.43 1.33 -0.12  -0.417
C: 0.43 1.17 0.99  -0.661
C: 1.14 2.43 -1.15  -0.595
N: -2.30 0.02 0.56  -0.447
C: -1.69 -1.13 0.38  -0.283
C: -0.24 -1.61 -0.13  0.743
O: -0.06 -1.46 -1.34  -0.736
O: 0.50 -2.02 0.77  -0.762
H: 1.37 0.39 -0.69  0.237
H: 2.49 1.36 0.15  0.177
H: 0.07 2.12 1.43  0.170
H: -0.57 0.77 0.66  0.255
H: 0.77 0.65 1.89  0.208
H: 0.11 2.37 -1.51  0.207
H: 1.23 3.44 -0.73  0.175
H: 1.90 2.31 -1.92  0.195
H: -1.36 -0.68 1.41  0.406
H: -2.35 -2.00 0.23  0.128


Entry 7:
Here is a gas-phase ion, C5H10NO2 (charge -1) from the OMol25 dataset. Energies are from ωB97M-V/def2-TZVPD.

Properties
Energy relative to the best compared isomer or geometry (same formula, charge and spin): 99.45 kcal per mole
Max |F|: 3.4 eV/A
HOMO energy: -2.517 eV
E: -10929.952 eV
Orbital gap: 6.49 eV
2S+1: 1
Total charge: -1
SMILES: CC(C)[C@@H](O)/C=N/[O-]

Last column: natural (NBO) charge in e.
Positions of all 18 atoms, in Å:
C: 0.74 0.66 -0.77  0.056
C: -0.67 0.57 1.41  -0.626
C: -1.49 -0.55 -0.79  -0.616
C: 1.18 -0.72 -0.46  -0.208
C: -0.65 0.63 -0.18  -0.217
N: 1.64 -0.85 0.76  -0.140
O: 1.89 -2.05 1.22  -0.699
O: 1.66 1.64 -0.29  -0.752
H: 0.67 0.56 -1.89  0.147
H: -0.43 -0.46 1.79  0.239
H: -1.77 0.66 1.72  0.178
H: 0.04 1.36 1.85  0.221
H: -1.19 -1.48 -0.34  0.222
H: -2.51 -0.39 -0.91  0.191
H: -1.07 -0.61 -1.80  0.193
H: 0.98 -1.55 -1.11  0.150
H: -1.14 1.47 -0.59  0.173
H: 2.12 1.11 0.40  0.490


Entry 8:
Here is a gas-phase ion, C5H10NO2 (charge +1) from the OMol25 dataset. Energies are from ωB97M-V/def2-TZVPD.

Properties
Energy relative to the best compared isomer or geometry (same formula, charge and spin): 122.07 kcal per mole
Max |F|: 6.5 eV/A
HOMO energy: -13.119 eV
E: -10920.758 eV
Orbital gap: 9.87 eV
2S+1: 1
Total charge: +1
SMILES: C[N@@H+]1CCO[C@@H]2O[C@@H]21

Last column: natural (NBO) charge in e.
Positions of all 18 atoms, in Å:
C: -0.34 -0.78 -0.80  -0.248
C: -1.78 -1.03 -0.22  -0.109
C: -0.34 1.46 0.25  0.033
C: -1.99 0.89 0.97  0.466
C: 1.77 0.36 -0.27  -0.423
N: 0.34 0.14 0.14  -0.358
O: -1.94 -0.47 1.07  -0.483
O: -1.70 1.41 -0.22  -0.459
H: 0.32 -1.66 -0.72  0.233
H: -0.46 -0.40 -1.86  0.265
H: -2.55 -0.63 -0.80  0.214
H: -2.02 -2.18 -0.14  0.240
H: 0.00 2.28 0.73  0.226
H: -2.35 1.39 1.99  0.261
H: 2.43 -0.14 0.40  0.235
H: 2.11 -0.06 -1.18  0.247
H: 1.95 1.41 -0.30  0.244
H: 0.38 -0.37 0.94  0.417


Entry 9:
Here is a molecular structure, C5H10NO4S from the OMol25 dataset. Energies are from ωB97M-V/def2-TZVPD.

Properties
Energy relative to the best compared isomer or geometry (same formula, charge and spin): 25.30 kcal per mole
Max |F|: 5.0 eV/A
HOMO energy: -4.868 eV
E: -25862.269 eV
Orbital gap: 8.50 eV
2S+1: 1
Total charge: -1

Last column: natural (NBO) charge in e.
Positions of all 21 atoms, in Å:
C: -2.30 -0.87 -0.48  0.975
C: 2.00 1.97 0.23  -0.602
C: 1.08 0.16 1.74  -0.618
C: -1.12 -2.80 -1.11  -0.250
C: 0.71 1.13 0.64  -0.080
N: 0.36 0.46 -0.58  -0.870
O: -0.86 2.50 -1.30  -0.967
O: -2.73 -1.50 0.47  -0.722
O: -2.52 0.32 -0.86  -0.765
O: -1.51 -1.49 -1.46  -0.570
S: -0.64 1.10 -1.61  1.563
H: 2.55 1.69 -0.59  0.199
H: 1.87 3.07 0.06  0.197
H: 2.69 2.05 1.10  0.173
H: 1.29 0.60 2.68  0.195
H: 1.72 -0.69 1.41  0.203
H: 0.19 -0.32 1.92  0.220
H: -1.35 -3.19 -0.16  0.205
H: 0.03 -2.76 -1.44  0.163
H: -1.60 -3.41 -1.79  0.155
H: 0.12 1.98 1.10  0.196


Entry 10:
Here is 2 unconnected molecules or ions with the total composition C5H10NOS2 from the OMol25 dataset. Energies are from ωB97M-V/def2-TZVPD.

Properties
Energy relative to the best compared isomer or geometry (same formula, charge and spin): 23.17 kcal per mole
Max |F|: 4.9 eV/A
HOMO energy (alpha / beta): -12.112 / -12.158 eV
E: -30546.046 eV
Orbital gap (alpha / beta): 6.53 / 6.54 eV
2S+1: 1
Total charge: +1

Last column: natural (NBO) charge in e.
Positions of all 19 atoms, in Å:
C: 1.52 -1.54 1.09  -0.537
C: 2.36 -2.62 1.59  0.421
C: -1.09 1.22 -0.75  0.547
C: -1.98 0.82 -1.88  -0.750
C: 0.23 1.65 -1.12  -0.723
N: -1.62 1.33 0.49  -0.658
O: 2.53 -2.80 2.86  -0.544
S: 0.58 -0.71 2.22  -0.103
S: 1.19 -1.53 -0.60  0.012
H: 3.05 -3.15 0.84  0.248
H: -1.79 -0.26 -2.01  0.296
H: -1.59 1.16 -2.93  0.278
H: -3.10 0.79 -1.81  0.275
H: 0.18 2.74 -0.92  0.296
H: 0.38 1.13 -2.07  0.271
H: 0.86 1.25 -0.31  0.274
H: -2.56 1.15 0.63  0.425
H: -0.97 1.56 1.28  0.446
H: 1.82 -2.21 3.38  0.525


Repeat the sixth record exactly.
Here is 2 unconnected molecules or ions with the total composition C5H10NO2 from the OMol25 dataset. Energies are from ωB97M-V/def2-TZVPD.

Properties
Energy relative to the best compared isomer or geometry (same formula, charge and spin): 114.52 kcal per mole
Max |F|: 2.9 eV/A
HOMO energy: -3.446 eV
E: -10929.298 eV
Orbital gap: 7.56 eV
2S+1: 1
Total charge: -1

Last column: natural (NBO) charge in e.
Positions of all 18 atoms, in Å:
C: 1.43 1.33 -0.12  -0.417
C: 0.43 1.17 0.99  -0.661
C: 1.14 2.43 -1.15  -0.595
N: -2.30 0.02 0.56  -0.447
C: -1.69 -1.13 0.38  -0.283
C: -0.24 -1.61 -0.13  0.743
O: -0.06 -1.46 -1.34  -0.736
O: 0.50 -2.02 0.77  -0.762
H: 1.37 0.39 -0.69  0.237
H: 2.49 1.36 0.15  0.177
H: 0.07 2.12 1.43  0.170
H: -0.57 0.77 0.66  0.255
H: 0.77 0.65 1.89  0.208
H: 0.11 2.37 -1.51  0.207
H: 1.23 3.44 -0.73  0.175
H: 1.90 2.31 -1.92  0.195
H: -1.36 -0.68 1.41  0.406
H: -2.35 -2.00 0.23  0.128